1.
# C22H18O8

A cluster of 2 separate species, C22H18O8 in total (wB97M-V/def2-TZVPD, OMol25).

Values from the calculation:
- total charge = 0
- max |F| (eV Å⁻¹) = 1.78
- SMILES = O=C1c2ccccc2C(=O)c2ccccc21.CCCOC1=C(COO)C(=O)OC1=O
- total energy (eV) = -39483.3058
- relative energy (zero: lowest compared OMol25 entry of this formula, charge and spin) (kcal/mol) = 10.8
- frontier orbital gap (eV) = 8.7

Each line ends with the Mulliken charge.
CARTESIAN COORDINATES (ANGSTROEM)
C (2.162, -0.161, 0.627)  -1.09
C (2.007, 1.353, 0.602)  -0.14
C (2.643, 2.003, -0.604)  -0.78
O (4.045, 1.693, -0.654)  -0.39
C (4.471, 0.781, -1.513)  1.14
C (5.712, 0.285, -1.544)  0.21
C (6.905, 0.496, -0.677)  -0.69
O (6.676, 1.316, 0.445)  -0.28
O (5.894, 0.592, 1.384)  -0.32
C (5.827, -0.635, -2.681)  -0.05
O (6.762, -1.328, -3.014)  -0.57
O (4.608, -0.637, -3.346)  -0.32
C (3.701, 0.103, -2.626)  0.55
O (2.533, 0.099, -2.909)  -0.51
H (1.962, -0.545, 1.617)  0.40
H (3.186, -0.424, 0.391)  0.32
H (1.524, -0.614, -0.122)  0.23
H (0.975, 1.665, 0.684)  0.23
H (2.521, 1.756, 1.471)  0.27
H (2.582, 3.077, -0.473)  0.30
H (2.127, 1.768, -1.522)  0.42
H (7.248, -0.484, -0.343)  0.36
H (7.716, 0.959, -1.224)  0.37
H (6.506, -0.050, 1.772)  0.31
C (-5.727, 2.851, 0.304)  -0.46
C (-4.392, 3.191, 0.502)  -0.55
C (-3.436, 2.200, 0.640)  -0.44
C (-3.810, 0.864, 0.589)  0.14
C (-5.152, 0.523, 0.407)  0.29
C (-6.106, 1.521, 0.257)  -0.63
C (-5.585, -0.903, 0.385)  0.55
O (-6.749, -1.200, 0.219)  -0.67
C (-4.546, -1.953, 0.578)  0.36
C (-4.929, -3.288, 0.607)  -0.65
C (-3.976, -4.277, 0.773)  -0.44
C (-2.633, -3.939, 0.903)  -0.57
C (-2.245, -2.610, 0.878)  -0.45
C (-3.199, -1.613, 0.722)  0.11
C (-2.764, -0.189, 0.723)  0.47
O (-1.592, 0.105, 0.832)  -0.68
H (-6.471, 3.627, 0.190)  0.39
H (-4.100, 4.231, 0.547)  0.41
H (-2.397, 2.457, 0.788)  0.52
H (-7.141, 1.249, 0.108)  0.48
H (-5.974, -3.544, 0.501)  0.48
H (-4.277, -5.315, 0.799)  0.39
H (-1.889, -4.714, 1.027)  0.41
H (-1.203, -2.340, 0.982)  0.55

2.
# C22H19B3F3HgNO28S

A structure of composition C22H19B3F3HgNO28S (wB97M-V/def2-TZVPD, OMol25).

Values from the calculation:
- total charge = -2
- max |F| (eV Å⁻¹) = 7.02
- total energy (eV) = -107148.7427
- relative energy (zero: lowest compared OMol25 entry of this formula, charge and spin) (kcal/mol) = 113.2
- frontier orbital gap (eV) = 8.1

Each line ends with the Mulliken charge.
CARTESIAN COORDINATES (ANGSTROEM)
Hg (0.419, 27.209, 0.012)  2.78
O (1.181, 29.106, 1.565)  -0.68
C (0.824, 29.690, 2.655)  0.74
O (0.118, 29.201, 3.630)  -0.41
B (0.563, 29.792, 4.846)  1.07
O (1.241, 31.034, 4.445)  -0.44
C (1.515, 30.851, 3.218)  0.31
O (2.343, 31.483, 2.619)  -0.61
O (1.444, 28.814, 5.592)  -0.49
C (0.827, 28.372, 6.687)  0.67
O (1.327, 27.617, 7.577)  -0.68
C (-0.448, 29.200, 6.765)  0.62
O (-0.526, 30.015, 5.797)  -0.55
O (-1.243, 29.151, 7.655)  -0.65
O (-0.949, 28.886, -0.826)  -0.30
C (-1.325, 30.016, -0.681)  0.01
O (-0.640, 31.073, -1.066)  -0.47
B (-1.044, 32.135, -0.224)  1.21
O (-2.422, 31.717, 0.186)  -0.64
C (-2.534, 30.478, 0.048)  0.34
O (-3.500, 29.687, 0.322)  -0.71
O (-1.051, 33.383, -0.949)  -0.58
C (-0.048, 34.080, -0.546)  0.25
O (0.285, 35.196, -0.928)  -0.65
C (0.595, 33.390, 0.570)  0.79
O (-0.066, 32.323, 0.776)  -0.23
O (1.456, 33.900, 1.239)  -0.62
O (4.194, 33.693, -5.012)  -0.64
C (3.616, 32.964, -4.178)  0.31
O (3.623, 31.703, -3.971)  -0.50
B (2.439, 31.315, -3.202)  1.14
O (1.860, 32.589, -2.830)  -0.43
C (2.581, 33.571, -3.207)  0.74
O (2.327, 34.741, -2.997)  -0.62
O (2.700, 30.372, -2.101)  -0.40
C (1.927, 29.314, -2.167)  0.70
O (1.879, 28.379, -1.381)  -0.66
C (1.155, 29.424, -3.467)  0.60
O (1.385, 30.590, -4.021)  -0.56
O (0.245, 28.644, -3.823)  -0.65
C (-1.821, 24.117, 2.136)  0.56
F (-2.883, 24.181, 1.333)  -0.22
F (-2.409, 24.035, 3.311)  -0.22
F (-1.106, 23.014, 1.775)  -0.23
S (-0.613, 25.717, 2.239)  0.98
O (-1.293, 26.826, 1.515)  -0.64
O (-0.211, 25.936, 3.630)  -0.46
O (0.464, 25.331, 1.297)  -0.83
C (1.075, 23.432, -1.049)  -1.97
C (-0.050, 23.645, -2.037)  1.77
C (-1.034, 22.499, -1.811)  -1.04
C (-2.422, 22.621, -2.550)  -0.90
C (-3.150, 23.858, -1.986)  -1.23
C (-2.259, 25.090, -2.147)  1.77
N (-0.840, 24.822, -1.608)  0.41
O (-0.151, 25.962, -1.864)  0.44
C (-2.198, 25.426, -3.632)  -1.69
C (-2.971, 26.222, -1.451)  -2.15
C (0.500, 23.486, -3.395)  -1.74
H (1.656, 24.353, -1.004)  0.29
H (1.677, 22.569, -1.335)  0.45
H (0.939, 23.191, 0.005)  0.18
H (-0.692, 21.486, -2.024)  0.53
H (-1.189, 22.516, -0.733)  0.12
H (-3.068, 21.763, -2.360)  0.44
H (-2.434, 22.577, -3.639)  0.45
H (-3.427, 23.655, -0.952)  0.26
H (-4.054, 24.051, -2.564)  0.46
H (-2.212, 24.505, -4.215)  0.35
H (-3.060, 26.043, -3.887)  0.54
H (-1.355, 26.031, -3.964)  0.18
H (-4.056, 26.192, -1.552)  0.42
H (-2.911, 26.138, -0.366)  0.23
H (-2.669, 27.236, -1.710)  0.30
H (0.939, 22.495, -3.504)  0.49
H (1.160, 24.334, -3.577)  0.35
H (-0.404, 23.455, -4.005)  0.34
H (-0.191, 26.075, -2.816)  -0.07

3.
# C22H19BrClIrNO4S

A structure of composition C22H19BrClIrNO4S (wB97M-V/def2-TZVPD, OMol25).

Values from the calculation:
- total charge = -1
- max |F| (eV Å⁻¹) = 0.57
- total energy (eV) = -129044.8406
- relative energy (zero: lowest compared OMol25 entry of this formula, charge and spin) (kcal/mol) = 0.0
- frontier orbital gap (eV) = 5.8

Each line ends with the Mulliken charge.
CARTESIAN COORDINATES (ANGSTROEM)
Ir (1.343, -0.210, -0.579)  0.97
Br (3.233, 7.817, -0.897)  -0.24
C (3.088, 6.106, -1.724)  0.13
C (3.379, 5.991, -3.073)  -0.36
C (3.273, 4.742, -3.668)  -0.55
C (2.875, 3.640, -2.926)  -0.34
C (2.585, 3.775, -1.575)  0.18
C (2.699, 5.019, -0.965)  -0.45
C (2.157, 2.593, -0.721)  0.48
O (2.111, 2.715, 0.492)  -0.69
O (1.866, 1.555, -1.422)  -0.56
H (3.687, 6.858, -3.641)  0.38
H (3.508, 4.633, -4.720)  0.38
H (2.795, 2.660, -3.375)  0.35
H (2.484, 5.099, 0.091)  0.54
Cl (-3.609, -1.262, -3.198)  -0.23
C (-1.933, -0.820, -3.314)  0.04
C (-1.340, -0.623, -4.544)  -0.24
C (-0.004, -0.260, -4.559)  -0.88
C (0.683, -0.112, -3.370)  -0.08
N (0.089, -0.325, -2.179)  -0.18
C (-1.204, -0.666, -2.150)  -0.24
H (-1.909, -0.747, -5.455)  0.44
H (0.513, -0.090, -5.493)  0.38
H (1.722, 0.171, -3.324)  0.51
H (-1.646, -0.791, -1.175)  0.41
C (-3.031, -3.940, 5.440)  -1.44
C (-2.357, -3.241, 4.289)  0.69
C (-2.978, -3.135, 3.053)  -1.11
C (-2.358, -2.502, 1.980)  0.78
C (-3.057, -2.385, 0.652)  -1.33
C (-1.082, -1.977, 2.158)  0.39
C (-0.431, -2.069, 3.390)  1.15
C (0.952, -1.499, 3.564)  -1.57
C (-1.085, -2.697, 4.441)  -0.93
C (-0.365, -1.289, 1.037)  0.81
O (-0.688, -0.130, 0.675)  -0.81
O (0.617, -1.887, 0.497)  -0.74
H (-4.083, -4.126, 5.226)  0.35
H (-2.970, -3.346, 6.353)  0.35
H (-2.557, -4.903, 5.645)  0.29
H (-3.971, -3.551, 2.917)  0.27
H (-4.003, -2.926, 0.660)  0.35
H (-2.441, -2.791, -0.154)  0.33
H (-3.264, -1.339, 0.415)  0.29
H (1.009, -0.476, 3.188)  0.33
H (1.682, -2.079, 2.997)  0.31
H (1.240, -1.499, 4.615)  0.39
H (-0.588, -2.764, 5.404)  0.34
S (3.367, -0.915, -0.977)  -0.65

4.
# C22H19BrN2O5S

An isolated molecule of C22H19BrN2O5S (wB97M-V/def2-TZVPD, OMol25).

Values from the calculation:
- total charge = 0
- max |F| (eV Å⁻¹) = 7.47
- SMILES = CCOc1cc(/C=c2/sc3nc4c(C)c(C)ccc4n3c2=O)cc(Br)c1OCC(=O)O
- total energy (eV) = -117215.1683
- relative energy (zero: lowest compared OMol25 entry of this formula, charge and spin) (kcal/mol) = 44.7
- frontier orbital gap (eV) = 7.6

Each line ends with the Mulliken charge.
CARTESIAN COORDINATES (ANGSTROEM)
O (-0.133, 1.015, 0.561)  -0.48
O (-4.974, -2.850, -6.157)  -0.58
Br (-2.874, 1.156, -2.622)  -0.16
N (0.828, 1.699, 4.770)  -0.70
O (-2.773, -3.034, -6.434)  -0.37
O (-2.421, -1.557, -3.976)  -0.43
O (-1.115, -3.876, -2.757)  -0.42
S (-0.570, -0.594, 4.023)  -0.20
C (-0.189, 0.667, 1.641)  0.49
C (-3.842, -2.798, -5.690)  0.23
C (0.270, 0.922, 3.877)  0.35
C (-0.803, -0.559, 2.235)  0.06
C (-1.240, -1.596, 1.496)  -0.92
C (-2.256, -0.516, -0.512)  -0.55
C (-1.334, -2.688, -0.770)  -0.24
C (1.887, 3.259, 1.676)  -0.82
C (2.807, 4.223, 2.077)  -0.70
C (-2.465, -0.554, -1.890)  -0.09
C (1.512, 2.719, 4.016)  -0.44
C (-1.598, -2.765, -2.072)  -0.33
C (-2.113, -1.587, -2.652)  0.87
C (-1.685, -1.630, 0.052)  0.40
C (1.295, 2.548, 2.683)  0.91
C (3.189, 4.431, 3.401)  0.74
C (2.469, 3.663, 4.397)  1.11
N (0.474, 1.426, 2.621)  0.03
C (-3.677, -2.234, -4.332)  0.05
C (4.300, 5.440, 3.797)  -1.38
C (2.862, 3.857, 5.821)  -1.67
C (0.544, -4.998, -4.030)  -1.36
C (-0.039, -3.648, -3.740)  -0.04
H (-3.089, -3.361, -7.237)  0.32
H (-1.092, -2.547, 2.032)  0.29
H (-2.516, 0.276, 0.054)  0.87
H (-0.905, -3.596, -0.253)  0.28
H (1.508, 2.953, 0.624)  0.31
H (3.247, 4.757, 1.281)  0.40
H (-4.451, -1.403, -4.209)  0.31
H (-3.935, -3.098, -3.781)  0.24
H (3.920, 6.093, 4.580)  0.35
H (4.639, 6.032, 2.948)  0.36
H (5.181, 4.833, 4.117)  0.29
H (3.865, 3.305, 6.007)  0.26
H (3.059, 4.911, 6.068)  0.37
H (2.117, 3.469, 6.515)  0.39
H (1.380, -5.065, -4.721)  0.39
H (-0.119, -5.581, -4.546)  0.35
H (0.807, -5.360, -3.045)  0.32
H (0.651, -2.880, -3.362)  0.33
H (-0.603, -3.277, -4.580)  0.23

Copy entry 3 word for word.
# C22H19BrClIrNO4S

A structure of composition C22H19BrClIrNO4S (wB97M-V/def2-TZVPD, OMol25).

Values from the calculation:
- total charge = -1
- max |F| (eV Å⁻¹) = 0.57
- total energy (eV) = -129044.8406
- relative energy (zero: lowest compared OMol25 entry of this formula, charge and spin) (kcal/mol) = 0.0
- frontier orbital gap (eV) = 5.8

Each line ends with the Mulliken charge.
CARTESIAN COORDINATES (ANGSTROEM)
Ir (1.343, -0.210, -0.579)  0.97
Br (3.233, 7.817, -0.897)  -0.24
C (3.088, 6.106, -1.724)  0.13
C (3.379, 5.991, -3.073)  -0.36
C (3.273, 4.742, -3.668)  -0.55
C (2.875, 3.640, -2.926)  -0.34
C (2.585, 3.775, -1.575)  0.18
C (2.699, 5.019, -0.965)  -0.45
C (2.157, 2.593, -0.721)  0.48
O (2.111, 2.715, 0.492)  -0.69
O (1.866, 1.555, -1.422)  -0.56
H (3.687, 6.858, -3.641)  0.38
H (3.508, 4.633, -4.720)  0.38
H (2.795, 2.660, -3.375)  0.35
H (2.484, 5.099, 0.091)  0.54
Cl (-3.609, -1.262, -3.198)  -0.23
C (-1.933, -0.820, -3.314)  0.04
C (-1.340, -0.623, -4.544)  -0.24
C (-0.004, -0.260, -4.559)  -0.88
C (0.683, -0.112, -3.370)  -0.08
N (0.089, -0.325, -2.179)  -0.18
C (-1.204, -0.666, -2.150)  -0.24
H (-1.909, -0.747, -5.455)  0.44
H (0.513, -0.090, -5.493)  0.38
H (1.722, 0.171, -3.324)  0.51
H (-1.646, -0.791, -1.175)  0.41
C (-3.031, -3.940, 5.440)  -1.44
C (-2.357, -3.241, 4.289)  0.69
C (-2.978, -3.135, 3.053)  -1.11
C (-2.358, -2.502, 1.980)  0.78
C (-3.057, -2.385, 0.652)  -1.33
C (-1.082, -1.977, 2.158)  0.39
C (-0.431, -2.069, 3.390)  1.15
C (0.952, -1.499, 3.564)  -1.57
C (-1.085, -2.697, 4.441)  -0.93
C (-0.365, -1.289, 1.037)  0.81
O (-0.688, -0.130, 0.675)  -0.81
O (0.617, -1.887, 0.497)  -0.74
H (-4.083, -4.126, 5.226)  0.35
H (-2.970, -3.346, 6.353)  0.35
H (-2.557, -4.903, 5.645)  0.29
H (-3.971, -3.551, 2.917)  0.27
H (-4.003, -2.926, 0.660)  0.35
H (-2.441, -2.791, -0.154)  0.33
H (-3.264, -1.339, 0.415)  0.29
H (1.009, -0.476, 3.188)  0.33
H (1.682, -2.079, 2.997)  0.31
H (1.240, -1.499, 4.615)  0.39
H (-0.588, -2.764, 5.404)  0.34
S (3.367, -0.915, -0.977)  -0.65